# 1
{"formula": "C39H41BN12O6S2W", "method": "wB97M-V/def2-TZVPD", "elements": ["W", "S", "S", "O", "O", "O", "O", "O", "O", "N", "N", "N", "N", "N", "N", "N", "N", "N", "N", "N", "N", "C", "C", "C", "C", "C", "C", "C", "C", "C", "C", "C", "C", "C", "C", "C", "C", "C", "C", "C", "C", "C", "C", "C", "C", "C", "C", "C", "C", "C", "C", "C", "C", "C", "C", "C", "C", "C", "C", "C", "B", "H", "H", "H", "H", "H", "H", "H", "H", "H", "H", "H", "H", "H", "H", "H", "H", "H", "H", "H", "H", "H", "H", "H", "H", "H", "H", "H", "H", "H", "H", "H", "H", "H", "H", "H", "H", "H", "H", "H", "H", "H"], "positions_angstrom": [[0.3374, 0.1261, 0.7622], [0.8042, 2.7591, -0.7304], [0.6051, -1.8323, 1.9548], [3.2890, 2.6639, 0.9822], [8.3374, 0.8886, 4.3744], [3.4297, -2.8218, 3.8415], [1.9754, 0.8543, 1.2270], [5.4049, -2.9475, 4.7000], [7.7234, 2.6041, 3.2093], [-0.6153, 1.1500, -2.3825], [-0.5735, 1.2646, 2.2552], [4.5537, -2.3971, 4.0560], [1.5728, -1.0556, -0.8784], [-4.4203, 2.7638, -0.4877], [-3.8345, 2.4286, 0.7049], [-1.6198, -0.9960, -2.5225], [-1.7177, 2.1309, -0.5499], [-2.7060, 0.1957, 0.6144], [7.5627, 1.5047, 3.6859], [-1.6829, 2.0259, 1.9800], [-1.6824, -0.7221, 0.5794], [-2.8214, -1.8470, -2.7082], [2.0071, -2.3898, -0.3714], [-1.6651, -3.3192, 0.7356], [4.8533, -1.0404, 3.5410], [5.3610, 1.4941, 2.5805], [-0.3942, -1.8247, -2.3642], [-5.6786, 3.0655, -0.2149], [-0.3463, 3.8769, -1.5179], [1.6665, -2.7879, 0.9137], [-0.6010, 3.4933, -2.9786], [-5.9428, 2.9073, 1.1663], [0.9805, -1.1942, -2.2571], [-3.8729, -0.4215, 0.7438], [1.0973, 1.1014, 4.1468], [-2.1947, 3.4349, -2.6277], [-1.8399, 2.9219, 2.9474], [-2.9382, 0.9676, -3.0256], [3.9010, -0.4273, 2.7562], [2.8287, -3.2076, -1.1438], [-4.7608, 2.4867, 1.7045], [-0.4946, 1.4928, -0.8583], [2.9216, -4.8205, 0.6369], [4.1596, 0.8499, 2.2768], [-3.6527, -1.7870, 0.7936], [-1.7776, 3.4552, -1.1089], [6.0568, -0.4436, 3.8642], [3.2807, -4.4168, -0.6429], [2.1164, -4.0100, 1.4137], [-3.1097, 2.3117, -3.0224], [-0.4879, 2.0848, -3.3173], [6.2779, 0.8272, 3.3634], [-1.7216, 0.2845, -2.6481], [3.1921, 1.5802, 1.4404], [-0.4652, 1.7125, -4.7480], [2.8444, -0.2728, -1.1292], [-2.2850, -1.9548, 0.7129], [-0.8525, 2.7471, 3.9052], [-6.6232, 3.5047, -1.2843], [-0.0770, 1.6982, 3.4576], [-2.4968, 1.7510, 0.6707], [-1.0795, 2.3831, -5.3481], [0.5740, 1.8738, -5.0691], [-0.5818, -2.4850, -1.5229], [-2.3616, 4.1378, -0.5029], [-3.0189, -1.9681, -3.7735], [3.2740, -5.7640, 1.0312], [3.3604, -0.6939, -1.9906], [3.9210, -5.0398, -1.2523], [-3.7758, 0.3627, -3.3369], [1.8446, -4.3103, 2.4171], [-0.0993, 4.9252, -1.3800], [-2.6516, 3.6300, 2.9108], [3.1517, -2.9125, -2.1333], [-0.2979, 4.1599, -3.7797], [-0.7307, 0.6742, -4.9368], [-7.0285, 2.6497, -1.8274], [1.0479, -0.2329, -2.7490], [-4.5241, 2.2147, 2.7209], [3.4917, -0.3649, -0.2640], [2.9834, -0.9502, 2.5414], [0.9092, 1.0851, 5.2194], [1.3015, 0.0858, 3.8215], [5.5809, 2.4897, 2.2197], [-4.3907, -2.5653, 0.8954], [-4.7870, 0.1486, 0.8090], [-1.6723, -3.7110, 1.7537], [-4.0966, 2.6430, -3.3213], [-3.6707, -1.4031, -2.2006], [1.9886, 1.7118, 3.9876], [-2.6179, 4.3855, -2.9426], [1.6403, -1.8558, -2.8130], [2.6072, 0.7710, -1.3263], [-7.4628, 4.0490, -0.8576], [-6.8686, 3.0849, 1.6869], [-2.2824, -3.9919, 0.1375], [-2.6129, -2.8170, -2.2693], [-0.4042, -2.4569, -3.2552], [-6.1282, 4.1638, -1.9971], [6.7959, -0.9379, 4.4804], [-0.6422, -3.3799, 0.3840], [-0.7274, 3.2985, 4.8215]], "atomic_forces_ev_per_a": [[0.1207, -0.2182, 0.4240], [0.2377, 0.2506, -0.0857], [0.1701, 0.0940, 0.0192], [0.0966, -0.0369, -0.1473], [-0.0128, 0.0118, 0.0539], [0.0563, -0.0715, -0.1685], [-0.2253, -0.0562, -0.3400], [0.0827, -0.0848, -0.1606], [-0.0271, 0.0309, 0.0411], [-0.0357, 0.0623, 0.0511], [0.0979, 0.0638, -0.0117], [-0.1837, 0.2501, 0.4601], [-0.0075, -0.0087, -0.0680], [-0.0137, 0.0057, 0.0137], [-0.0215, -0.0468, 0.0238], [-0.0086, -0.1872, 0.0577], [0.1334, 0.1565, 0.2120], [0.0174, -0.0065, -0.0608], [0.0432, -0.0627, -0.1316], [0.0704, -0.0340, 0.0164], [-0.0122, 0.0557, 0.1980], [0.1223, 0.0693, 0.0228], [-0.0374, 0.0262, -0.0172], [-0.0208, -0.0276, -0.1098], [0.0322, -0.1295, -0.0926], [-0.0145, -0.0337, 0.0006], [-0.0793, 0.1015, -0.0443], [0.0120, 0.0336, -0.0046], [-0.0035, 0.0356, -0.0803], [0.0537, -0.0466, -0.0245], [-0.1056, -0.0812, 0.0387], [-0.0003, -0.0780, 0.0227], [0.0700, -0.0921, 0.0393], [0.0374, 0.0333, 0.0169], [0.0138, 0.0331, -0.0019], [0.0445, 0.0286, -0.0044], [-0.0525, -0.0274, -0.0389], [0.0970, -0.0860, 0.0381], [0.0886, 0.0405, -0.0383], [-0.0399, 0.0126, 0.0186], [0.0034, 0.0866, -0.0015], [-0.1551, 0.0330, -0.0603], [0.0188, -0.0183, -0.0300], [0.1074, 0.0376, -0.1058], [-0.0512, 0.0222, -0.0203], [-0.0434, -0.0929, -0.0433], [-0.0011, 0.0232, -0.0199], [0.0055, -0.0088, 0.0074], [-0.0164, 0.0186, 0.0350], [0.0126, 0.0019, 0.0164], [0.0570, 0.0314, -0.1005], [-0.0064, 0.0307, 0.0539], [-0.1114, 0.1095, -0.1203], [-0.3937, 0.0620, 0.4150], [0.0584, -0.0126, 0.0696], [-0.0337, -0.0298, 0.0324], [0.0208, -0.0924, -0.1200], [0.0243, -0.0228, 0.0452], [-0.0203, 0.0391, -0.0111], [-0.0631, -0.0077, -0.0130], [-0.0757, -0.0179, -0.1698], [-0.0066, -0.0038, -0.0025], [-0.0053, -0.0150, -0.0272], [0.0123, -0.0773, 0.1504], [0.0044, 0.0107, -0.0089], [-0.0387, 0.0011, 0.0112], [-0.0037, 0.0066, -0.0011], [0.0118, -0.0044, -0.0015], [-0.0050, 0.0038, 0.0028], [-0.0301, 0.0237, 0.0137], [-0.0059, 0.0105, -0.0088], [0.0427, -0.0165, 0.0336], [-0.0080, 0.0070, 0.0106], [0.0021, -0.0090, -0.0054], [-0.0185, 0.0374, 0.0203], [-0.0072, 0.0106, -0.0226], [-0.0072, -0.0060, 0.0089], [-0.0102, 0.0066, 0.0338], [0.0251, 0.0156, 0.0105], [0.0145, -0.0023, -0.0067], [-0.0417, -0.0184, 0.0018], [0.0025, 0.0166, -0.0006], [0.0028, -0.0493, -0.0001], [0.0005, 0.0003, -0.0056], [0.0143, 0.0029, -0.0044], [-0.0086, -0.0510, -0.0094], [0.0029, 0.0262, 0.0096], [0.0108, -0.0027, -0.0128], [-0.0324, -0.0153, 0.0128], [-0.0034, -0.0062, -0.0065], [-0.0091, -0.0014, 0.0022], [0.0334, 0.0085, -0.0200], [0.0092, 0.0068, -0.0203], [0.0002, -0.0104, 0.0054], [-0.0033, 0.0048, -0.0258], [-0.0198, 0.0088, 0.0101], [-0.0186, -0.0319, -0.0015], [0.0189, -0.0248, 0.0178], [0.0108, -0.0176, -0.0073], [-0.0029, -0.0090, -0.0015], [-0.0634, -0.0083, -0.1424], [-0.0023, -0.0015, -0.0094]], "orbital_gap_ev": [6.091, 6.284], "multiplicity": 2, "charge": 3, "de_lowest_kj_mol": 66.9, "e_lumo_ev": [-10.086, -9.895]}


# 2
{"formula": "C39H41ClN4O6PSSiTi", "method": "wB97M-V/def2-TZVPD", "elements": ["Ti", "Cl", "S", "P", "Si", "O", "O", "O", "O", "O", "O", "N", "N", "N", "N", "C", "C", "C", "C", "C", "C", "C", "C", "C", "C", "C", "C", "C", "C", "C", "C", "C", "C", "C", "C", "C", "C", "C", "C", "C", "C", "C", "C", "C", "C", "C", "C", "C", "C", "C", "C", "C", "C", "C", "H", "H", "H", "H", "H", "H", "H", "H", "H", "H", "H", "H", "H", "H", "H", "H", "H", "H", "H", "H", "H", "H", "H", "H", "H", "H", "H", "H", "H", "H", "H", "H", "H", "H", "H", "H", "H", "H", "H", "H", "H"], "positions_angstrom": [[0.9154, -0.3499, 0.0134], [-1.9109, -1.9441, 2.1847], [-0.0200, 2.1418, -0.1377], [-3.4267, 0.0183, 0.1220], [1.9213, -3.0546, 1.9149], [-1.3475, 2.3649, -0.6540], [1.4297, -1.7039, 1.0787], [0.6538, 3.2879, 0.3973], [0.8518, 1.3852, -1.1343], [-0.5019, -1.1211, -0.8005], [-0.1075, 1.0036, 0.9356], [4.0201, 2.4552, 1.2103], [6.6549, 8.6441, 0.5136], [2.7473, 0.7216, 0.7803], [2.2273, -1.0265, -1.6410], [6.4373, 5.2449, 1.2884], [3.4728, -1.3845, -1.2817], [-4.7014, 1.5187, -3.9642], [3.2119, 1.8637, 0.3173], [5.6466, 6.2768, 0.7879], [-4.7006, -2.3118, -0.6691], [2.7532, -1.6949, -3.8664], [-5.1898, 0.2212, 2.2561], [-4.9830, -3.6663, -0.6241], [4.0964, 1.6288, 2.3142], [-0.5171, -2.0072, -3.0360], [1.8605, -1.1871, -2.9296], [3.2986, 0.5687, 2.0385], [-5.6131, 1.5413, -2.9166], [-3.3876, -3.9330, 1.1590], [-3.1164, -2.5750, 1.1142], [4.3198, 6.0431, 0.4359], [0.4555, -0.8589, -3.3453], [-4.6156, 2.9223, 2.6306], [4.4004, -1.8954, -2.1614], [-3.7685, -1.7474, 0.2019], [4.0332, -2.0514, -3.4895], [-0.5834, -2.3222, -1.5422], [-3.0090, 0.6198, -2.5150], [3.7774, 4.7791, 0.5862], [-4.2698, 0.8713, 1.4396], [1.0839, -4.5379, 1.1619], [5.9037, 3.9764, 1.4248], [4.5813, 3.7573, 1.0708], [-5.5366, 2.2781, 3.4481], [6.2073, 7.5938, 0.6365], [-4.3249, -4.4749, 0.2920], [1.4186, -2.8267, 3.6960], [-3.9759, 2.2240, 1.6210], [-3.4047, 1.0642, -3.7653], [-3.9297, 0.6338, -1.4696], [3.7727, -3.2369, 1.7658], [-5.8242, 0.9329, 3.2626], [-5.2287, 1.1003, -1.6608], [-6.6160, 1.9123, -3.0774], [-5.0018, 1.8723, -4.9417], [7.4665, 5.4376, 1.5565], [-0.0016, -4.4108, 1.1725], [0.3948, -3.1648, 3.8661], [3.0566, -0.2740, 2.6611], [-2.6974, 1.0748, -4.5839], [4.6635, 1.8947, 3.1879], [-0.2227, -2.9113, -3.5754], [-4.5346, -5.5352, 0.3336], [0.2232, -2.9974, -1.2403], [5.3866, -2.1605, -1.8087], [4.1194, -4.0566, 2.3991], [2.4299, -1.8017, -4.8927], [1.4703, -1.7725, 3.9791], [3.7132, 6.8558, 0.0617], [4.3033, -2.3342, 2.0770], [-1.5067, -1.7263, -3.4032], [-5.9241, 1.1317, -0.8303], [2.0679, -3.3863, 4.3719], [0.4437, -0.6635, -4.4175], [4.0699, -3.4710, 0.7411], [-5.7109, -4.0896, -1.3020], [6.5138, 3.1602, 1.7885], [-2.8628, -4.5573, 1.8689], [-1.5315, -2.8179, -1.3113], [-5.4105, -0.8297, 2.1128], [3.7205, -1.2442, -0.2409], [4.7325, -2.4434, -4.2162], [-6.5403, 0.4358, 3.9027], [1.3220, -5.4453, 1.7218], [-3.2536, 2.7173, 0.9799], [-5.2016, -1.6819, -1.3932], [2.7358, 4.5849, 0.3585], [-1.9928, 0.2967, -2.3288], [1.4005, -4.6948, 0.1281], [2.9631, 2.2963, -0.6355], [-4.3934, 3.9700, 2.7808], [0.1344, 0.0477, -2.8371], [-6.0319, 2.8290, 4.2365], [-2.0550, 0.1819, 0.2541]], "atomic_forces_ev_per_a": [[0.2798, 0.1062, 0.1932], [-0.0899, 0.1413, 0.0538], [-0.2544, 0.2271, -0.1270], [0.0532, -0.1312, 0.0451], [-0.0606, -0.1072, 0.0623], [0.0488, -0.0440, 0.0558], [-0.0331, 0.2142, -0.0649], [0.0669, -0.0913, 0.0266], [-0.1419, 0.0556, 0.0391], [-0.0721, -0.3106, -0.1145], [0.0827, -0.1437, 0.0795], [0.0998, -0.0473, 0.0011], [0.0042, 0.0031, 0.0004], [0.0876, 0.0227, 0.0641], [0.0855, -0.1654, -0.1850], [0.0005, -0.0025, 0.0049], [-0.0286, 0.0282, 0.0218], [-0.0491, 0.0102, 0.0064], [-0.1024, 0.0223, -0.0057], [0.0267, 0.0186, 0.0005], [-0.0267, 0.0445, -0.0312], [0.0695, -0.0114, -0.0057], [-0.0211, -0.0044, -0.0009], [0.0133, -0.0457, 0.0304], [-0.0653, 0.0548, 0.0307], [0.0242, -0.0093, -0.0302], [-0.0583, 0.0721, 0.0652], [-0.0439, -0.0600, -0.0400], [0.0155, 0.0010, -0.0300], [-0.0104, -0.0119, -0.0061], [0.0929, -0.1575, -0.0208], [-0.0035, 0.0126, -0.0039], [-0.0071, -0.1048, 0.0173], [0.0074, -0.0010, -0.0050], [0.0111, -0.0155, -0.0493], [-0.0032, 0.0891, -0.0270], [-0.0179, 0.0148, 0.0413], [-0.0787, 0.0306, -0.1004], [-0.0522, 0.0370, 0.0198], [-0.0159, -0.0120, 0.0051], [0.0362, 0.0071, -0.0013], [-0.0335, -0.0131, -0.0131], [0.0060, 0.0058, -0.0050], [0.0319, 0.0036, -0.0145], [0.0009, -0.0295, -0.0179], [-0.0209, -0.0209, -0.0003], [0.0132, 0.0478, 0.0005], [-0.0023, 0.0443, 0.0063], [-0.0036, 0.0243, 0.0013], [0.0444, -0.0279, 0.0077], [-0.0255, 0.0321, -0.0110], [0.0193, 0.0455, -0.0420], [-0.0088, 0.0193, 0.0253], [0.0525, -0.0112, 0.0165], [-0.0032, -0.0040, 0.0090], [0.0029, 0.0014, -0.0010], [-0.0001, 0.0048, -0.0015], [-0.0010, -0.0042, -0.0110], [-0.0098, 0.0283, -0.0082], [0.0189, -0.0069, 0.0011], [0.0117, -0.0027, 0.0024], [-0.0046, 0.0086, 0.0015], [-0.0188, 0.0023, -0.0180], [-0.0056, -0.0008, -0.0058], [0.0241, 0.0129, -0.0209], [-0.0027, 0.0018, 0.0099], [-0.0120, -0.0040, 0.0092], [-0.0178, 0.0034, 0.0041], [0.0067, -0.0131, 0.0354], [-0.0016, -0.0018, -0.0006], [0.0172, -0.0075, 0.0086], [0.0117, 0.0072, 0.0187], [-0.0192, 0.0098, -0.0114], [0.0013, -0.0171, -0.0098], [0.0330, -0.0069, -0.0074], [0.0001, 0.0000, 0.0037], [0.0021, 0.0080, -0.0077], [-0.0027, -0.0017, 0.0001], [-0.0010, 0.0088, 0.0128], [0.0335, -0.0304, 0.0458], [0.0127, 0.0099, -0.0048], [0.0062, -0.0036, -0.0016], [-0.0028, 0.0005, -0.0006], [-0.0003, 0.0050, 0.0014], [-0.0023, -0.0020, 0.0019], [0.0210, -0.0054, -0.0085], [0.0005, 0.0032, 0.0030], [0.0072, 0.0040, -0.0006], [-0.0508, 0.0322, -0.0126], [0.0002, -0.0028, 0.0014], [0.0069, 0.0124, 0.0074], [0.0010, -0.0013, 0.0042], [0.0211, 0.0351, -0.0336], [-0.0030, -0.0013, 0.0004], [-0.0240, 0.0610, 0.0142]], "orbital_gap_ev": 8.954, "charge": 1, "de_lowest_kj_mol": 0.0, "e_lumo_ev": -2.445}